Entry 1:
Entry from the Open Molecules 2025 dataset: 4 unconnected molecules or ions with the total composition C3H15O7P in a non-equilibrium geometry (wB97M-V/def2-TZVPD).

## Properties
SMILES: COP(=O)(OC)OC.O.O.O
E, Eh: -991.4018
LUMO level, eV: 0.31
HOMO level, Ha: -0.3995
Orbital gap, eV: 11.1807

```
! RIJCOSX wB97M-V def2-TZVPD def2/J DEFGRID3
* xyz 0 1
H -4.4725 0.3919 2.8273
H 3.1097 3.8717 -4.0083
C -4.1452 -0.0360 1.8798
H 1.4112 -0.8965 1.2192
H 1.1132 0.7969 0.9508
O -2.9347 -0.5643 2.2628
H -4.8871 -0.7412 1.5051
H -0.2766 -3.9727 1.0141
O 1.4724 2.1491 -1.6100
H 0.9186 1.7921 -0.9156
H 4.0362 0.3109 -0.4771
O 3.7448 0.7488 -1.2768
H 0.4955 -0.4269 -0.2164
O -1.7851 -2.4805 1.2493
O 3.4182 3.6115 -3.1403
O -0.4254 -0.3165 1.6732
H -1.5420 -3.8858 -0.2042
H 2.2875 1.6514 -1.5466
O -2.2424 -0.3206 -0.2798
H -3.9766 0.7077 1.1009
C 0.6731 -0.1934 0.8334
H 2.6719 3.1605 -2.7456
P -1.8442 -0.8699 1.0671
H -0.2714 -2.6858 -0.2201
C -0.8982 -3.2861 0.4393
H 4.3489 1.4838 -1.3817
*
```


Entry 2:
Entry from the Open Molecules 2025 dataset: 2 unconnected molecules or ions with the total composition C2H8NS in a non-equilibrium geometry (wB97M-V/def2-TZVPD).

## Properties
E, Eh: -533.9659
LUMO level, eV: 4.41
HOMO level, Ha: -0.0864
Orbital gap, eV: 6.7582

```
! RIJCOSX wB97M-V def2-TZVPD def2/J DEFGRID3
* xyz -1 1
H 1.2587 -0.0922 1.6324
H 0.7848 -1.7390 1.3611
N 0.3194 0.9446 -2.5395
S -1.2535 1.4021 0.6164
H 0.8570 -0.6160 -0.0090
H -1.6304 -0.9287 0.8452
C -0.8478 -0.3137 1.2833
H 0.0801 -0.0242 -2.6506
H 1.2265 0.9829 -2.0855
C 0.5818 -0.7048 1.0399
H -1.0667 -0.2652 2.3521
H -0.3099 1.3543 -1.8459
*
```